# 1
7 unconnected molecules or ions with the total composition C15H49O22P5 at a distorted geometry, computed with ωB97M-V with the def2-TZVPD basis set.

```
! wB97M-V def2-TZVPD RIJCOSX def2/J DEFGRID3
* xyz 0 1
C 1.091 0.751 -1.313
O 2.119 1.410 -2.192
P 1.514 2.518 -3.148
O 0.256 2.126 -3.872
O 2.743 2.862 -4.086
C 2.977 2.024 -5.282
O 1.349 3.814 -2.262
C 0.548 5.031 -2.648
H 0.181 0.756 -1.884
H 0.910 1.440 -0.486
H 1.496 -0.224 -1.041
H 3.101 2.649 -6.164
H 2.082 1.408 -5.418
H 3.849 1.439 -5.087
H 1.212 5.795 -2.268
H -0.487 5.035 -2.250
H 0.588 4.997 -3.730
C -5.352 1.710 0.928
O -5.472 0.309 0.558
P -5.971 -0.668 1.677
O -6.276 -2.028 1.270
O -7.055 0.179 2.334
C -7.878 -0.372 3.449
O -4.846 -0.603 2.765
C -3.585 -1.293 2.585
H -6.391 2.081 0.845
H -4.703 2.129 0.186
H -4.936 1.746 1.917
H -7.207 -0.648 4.281
H -8.315 -1.294 3.047
H -8.572 0.409 3.776
H -2.778 -0.697 2.199
H -3.807 -2.133 1.902
H -3.301 -1.741 3.540
C -0.381 -2.237 -2.853
O -1.572 -2.781 -2.323
P -2.385 -1.969 -1.251
O -1.482 -1.198 -0.401
O -3.264 -3.110 -0.596
C -2.474 -3.978 0.269
O -3.408 -1.118 -2.066
C -3.157 0.342 -2.242
H -0.626 -1.306 -3.394
H 0.031 -2.953 -3.586
H 0.320 -1.955 -2.088
H -3.206 -4.375 0.931
H -1.769 -3.327 0.751
H -1.994 -4.706 -0.416
H -2.880 0.470 -3.275
H -2.245 0.513 -1.648
H -3.987 0.867 -1.766
C 4.243 -4.762 -1.285
O 4.633 -3.501 -0.679
P 3.486 -2.433 -0.553
O 2.633 -2.317 -1.741
O 2.744 -2.746 0.785
C 1.345 -2.854 0.778
O 4.331 -1.154 -0.292
C 4.892 -0.563 -1.497
H 3.834 -4.472 -2.259
H 3.557 -5.421 -0.770
H 5.230 -5.244 -1.407
H 1.032 -3.254 1.771
H 0.999 -3.576 0.012
H 0.894 -1.882 0.584
H 5.405 0.293 -1.110
H 4.110 -0.294 -2.215
H 5.558 -1.331 -1.883
C 0.853 2.220 3.960
O 2.208 2.433 3.498
P 3.029 1.442 2.650
O 2.254 0.572 1.785
O 3.999 2.377 1.919
C 3.618 3.035 0.696
O 3.870 0.658 3.678
C 4.933 -0.267 3.281
H 0.155 2.246 3.139
H 0.619 3.036 4.677
H 0.786 1.231 4.379
H 2.838 3.730 0.973
H 3.495 2.248 -0.043
H 4.497 3.624 0.394
H 4.612 -1.011 2.528
H 5.149 -0.786 4.236
H 5.829 0.214 2.911
O -2.096 3.100 1.589
H -1.584 2.313 1.394
H -1.557 3.618 2.196
O -0.546 0.699 1.480
H 0.418 0.564 1.486
H -0.907 0.116 0.780
*
```

Properties
**E_HOMO**: -10.2 eV
**E_LUMO**: 0.021 Eh
**M**: 736.40 g/mol
**SMILES string**: COP(=O)(OC)OC.COP(=O)(OC)OC.COP(=O)(OC)OC.COP(=O)(OC)OC.COP(=O)(OC)OC.O.O

=====

# 2
A molecular structure, C31H31CeN7O2S at a distorted geometry, computed with ωB97M-V with the def2-TZVPD basis set.

```
! wB97M-V def2-TZVPD RIJCOSX def2/J DEFGRID3
* xyz 2 1
Ce 0.137 0.353 -0.069
O -1.151 1.762 3.758
C -1.259 1.362 2.629
N -0.509 0.305 2.069
C 0.173 -0.585 2.961
C -0.359 -0.945 4.201
C 0.290 -1.869 4.998
C 1.477 -2.455 4.574
C 2.000 -2.125 3.337
C 1.345 -1.202 2.533
N 1.943 -0.987 1.225
C 1.443 -1.693 0.245
O 0.193 -1.998 0.162
C 2.147 -1.676 -1.087
C 3.181 -2.502 -1.476
C 3.567 -2.437 -2.810
C 2.930 -1.554 -3.670
C 1.940 -0.724 -3.173
N 1.560 -0.790 -1.897
C -2.236 1.972 1.670
C -3.219 2.839 2.097
C -4.133 3.299 1.156
C -4.022 2.878 -0.158
C -2.982 2.026 -0.504
N -2.104 1.583 0.397
H -1.270 -0.484 4.551
H -0.131 -2.127 5.959
H 1.990 -3.168 5.204
H 2.923 -2.569 2.987
H 3.641 -3.185 -0.776
H 4.352 -3.082 -3.181
H 3.202 -1.497 -4.715
H 1.435 0.004 -3.795
H -3.268 3.123 3.139
H -4.929 3.969 1.451
H -4.724 3.200 -0.915
H -2.848 1.695 -1.524
C 1.708 2.824 2.617
C 1.615 2.664 1.127
C 0.549 3.195 0.390
C 0.504 3.119 -1.009
C -0.586 3.783 -1.800
C 1.542 2.458 -1.670
C 2.640 1.942 -0.973
C 3.850 1.423 -1.684
C 2.623 1.999 0.424
H 1.349 1.944 3.152
H 1.120 3.677 2.953
H 2.744 2.985 2.911
H -0.234 3.733 0.912
H -1.121 3.067 -2.427
H -0.146 4.525 -2.468
H -1.301 4.290 -1.155
H 1.524 2.406 -2.753
H 4.260 0.536 -1.200
H 4.625 2.192 -1.653
H 3.650 1.209 -2.731
H 3.450 1.570 0.976
C -3.121 1.694 -5.011
C -2.163 0.506 -4.956
C -2.123 -0.119 -3.597
N -1.284 0.190 -2.667
N -1.536 -0.499 -1.498
C -2.564 -1.316 -1.553
N -2.971 -2.059 -0.521
S -3.295 -1.304 -3.109
H -3.146 2.113 -6.015
H -2.809 2.484 -4.325
H -4.140 1.400 -4.754
H -1.143 0.809 -5.200
H -2.447 -0.249 -5.691
H -2.342 -2.212 0.256
H -3.694 -2.748 -0.648
*
```

Properties
**E_HOMO (spin up / spin down)**: -13.4 / -13.3 eV
**E_LUMO (spin up / spin down)**: -0.254 / -0.293 Eh
**M**: 705.82 g/mol
**Energy above the lowest of the compared OMol25 structures with the same formula, charge and spin**: 0.5382 eV

=====

# 3
A single C9H14N2O7 molecule at a distorted geometry, computed with ωB97M-V with the def2-TZVPD basis set.

```
! wB97M-V def2-TZVPD RIJCOSX def2/J DEFGRID3
* xyz 0 1
N 1.902 -0.730 -1.538
C 1.745 -1.031 -0.101
C 2.812 -0.341 0.735
C 2.959 1.156 0.478
C 4.062 1.566 -0.502
O 4.766 2.510 -0.292
O 4.217 0.814 -1.598
C 0.341 -0.730 0.471
O 0.175 -0.539 1.660
N -0.685 -0.704 -0.422
C -2.052 -0.601 0.023
C -2.361 0.848 0.450
C -3.641 1.121 1.187
O -4.084 2.212 1.430
O -4.277 -0.016 1.613
C -2.929 -1.092 -1.135
O -2.460 -1.336 -2.225
O -4.227 -1.228 -0.884
H 1.318 0.056 -1.822
H 1.670 -1.512 -2.144
H 1.858 -2.089 0.005
H 2.529 -0.503 1.787
H 3.773 -0.875 0.531
H 2.034 1.566 0.112
H 3.214 1.677 1.414
H 3.491 0.123 -1.628
H -0.570 -0.997 -1.346
H -2.177 -1.245 0.887
H -1.587 1.149 1.158
H -2.305 1.520 -0.405
H -5.076 0.281 2.076
H -4.434 -1.029 0.026
*
```

Properties
**E_HOMO**: -9.9 eV
**E_LUMO**: 0.003 Eh
**M**: 262.22 g/mol
**Energy above the lowest of the compared OMol25 structures with the same formula, charge and spin**: 0.3493 eV
**SMILES string**: N[C@@H](CCC(=O)O)C(=O)N[C@@H](CC(=O)O)C(=O)O

=====

# 4
4 unconnected molecules or ions with the total composition C50H32ClN3O6S at a distorted geometry, computed with ωB97M-V with the def2-TZVPD basis set.

```
! wB97M-V def2-TZVPD RIJCOSX def2/J DEFGRID3
* xyz 0 1
O 7.505 6.210 5.646
C 6.566 5.852 4.945
C 5.715 4.717 5.357
C 5.973 4.060 6.567
C 5.149 3.012 6.981
C 4.068 2.619 6.193
C 3.820 3.261 4.978
C 4.649 4.307 4.556
C 4.390 4.968 3.261
O 3.488 4.573 2.533
C 5.228 6.115 2.860
C 4.968 6.773 1.650
C 5.733 7.879 1.278
C 6.756 8.332 2.110
C 7.027 7.669 3.309
C 6.264 6.555 3.682
H 6.811 4.365 7.190
H 5.348 2.506 7.924
H 3.419 1.811 6.522
H 2.978 2.945 4.365
H 4.167 6.428 0.997
H 5.527 8.391 0.340
H 7.347 9.200 1.824
H 7.830 8.027 3.951
O -3.944 -1.925 1.642
C -4.329 -2.858 2.336
C -3.730 -3.099 3.664
C -2.730 -2.241 4.140
C -2.188 -2.439 5.411
C -2.642 -3.489 6.209
C -3.626 -4.355 5.730
C -4.167 -4.164 4.452
C -5.194 -5.096 3.947
O -5.537 -6.063 4.617
C -5.806 -4.844 2.627
C -6.808 -5.702 2.153
C -7.416 -5.452 0.923
C -7.028 -4.348 0.163
C -6.020 -3.500 0.627
C -5.404 -3.752 1.860
H -2.375 -1.416 3.526
H -1.415 -1.769 5.781
H -2.228 -3.635 7.204
H -3.971 -5.176 6.356
H -7.119 -6.562 2.743
H -8.197 -6.117 0.558
H -7.509 -4.148 -0.792
H -5.721 -2.643 0.027
O -2.392 -5.171 -6.786
C -1.388 -4.510 -6.551
C -1.498 -3.073 -6.227
C -2.761 -2.470 -6.167
C -2.876 -1.122 -5.823
C -1.734 -0.375 -5.536
C -0.473 -0.969 -5.612
C -0.355 -2.319 -5.964
C 0.984 -2.935 -6.060
O 1.991 -2.259 -5.882
C 1.093 -4.375 -6.364
C 2.357 -4.977 -6.421
C 2.468 -6.345 -6.675
C 1.321 -7.114 -6.872
C 0.061 -6.513 -6.829
C -0.053 -5.139 -6.580
H -3.658 -3.048 -6.385
H -3.858 -0.657 -5.772
H -1.824 0.672 -5.255
H 0.414 -0.378 -5.392
H 3.256 -4.384 -6.264
H 3.450 -6.812 -6.715
H 1.407 -8.182 -7.060
H -0.829 -7.120 -6.987
C -1.587 0.167 -0.336
C -0.764 -0.047 -1.772
N 0.479 0.808 -1.888
C 0.226 2.266 -1.575
C 1.042 2.960 -0.308
C 0.839 4.550 0.094
C -0.198 5.478 -0.801
N -0.563 6.943 -0.646
S -1.697 7.178 -1.954
N -1.870 5.687 -2.848
C -0.968 4.761 -2.060
C -0.795 3.179 -2.486
Cl -1.747 2.588 -3.962
H -2.412 -0.693 -0.314
H -2.165 1.193 -0.293
H -0.901 -0.006 0.598
H -0.443 -1.195 -1.793
H -1.543 0.085 -2.635
H 1.120 0.475 -1.109
H 1.820 2.357 0.364
H 1.404 5.063 0.981
*
```

Properties
**E_HOMO**: -8.2 eV
**E_LUMO**: -0.052 Eh
**M**: 838.34 g/mol
**SMILES string**: O=C1c2ccccc2C(=O)c2ccccc21.O=C1c2ccccc2C(=O)c2ccccc21.O=C1c2ccccc2C(=O)c2ccccc21.CCNc1ccc2nsnc2c1Cl

=====

# 5
A single C3H3Br2N molecule at a distorted geometry, computed with ωB97M-V with the def2-TZVPD basis set.

```
! wB97M-V def2-TZVPD RIJCOSX def2/J DEFGRID3
* xyz 0 1
C -0.273 0.290 -1.049
C -0.236 -0.695 0.041
C 0.550 0.208 0.991
N 0.228 1.402 -0.875
Br -0.862 -0.235 -2.903
Br -0.161 0.992 2.579
H -1.227 -0.854 0.361
H 0.427 -1.464 -0.082
H 1.554 0.357 0.937
*
```

Properties
**E_HOMO (spin up / spin down)**: -9.6 / -8.7 eV
**E_LUMO (spin up / spin down)**: -0.023 / -0.045 Eh
**M**: 212.87 g/mol
**Energy above the lowest of the compared OMol25 structures with the same formula, charge and spin**: 3.1685 eV

=====

# 6
A gas-phase ion, C2H7N4S (charge +1) at a distorted geometry, computed with ωB97M-V with the def2-TZVPD basis set.

```
! wB97M-V def2-TZVPD RIJCOSX def2/J DEFGRID3
* xyz 1 1
C 1.691 0.485 -0.133
C -2.859 0.479 0.200
N 3.939 -0.483 0.032
N 2.806 0.055 0.154
N -0.755 -0.463 -0.465
N -1.761 -0.458 0.372
S 0.316 1.280 -0.407
H -2.820 1.237 0.981
H -2.553 0.921 -0.861
H -3.838 -0.035 0.214
H 4.065 -1.034 0.882
H -1.011 -0.414 -1.456
H -1.596 -0.760 1.305
H 4.377 -0.811 -0.820
*
```

Properties
**E_HOMO (spin up / spin down)**: -12.9 / -12.9 eV
**E_LUMO (spin up / spin down)**: -0.166 / -0.166 Eh
**M**: 119.17 g/mol
**Energy above the lowest of the compared OMol25 structures with the same formula, charge and spin**: 3.8086 eV

=====

# 7
A molecular structure, C44H44F5N8NaOP2 at a distorted geometry, computed with ωB97M-V with the def2-TZVPD basis set.

```
! wB97M-V def2-TZVPD RIJCOSX def2/J DEFGRID3
* xyz 0 1
Na -0.298 0.071 0.085
C -4.048 -1.322 -1.312
P -2.487 -1.531 -0.382
C -2.161 -3.283 -0.785
N -3.168 -4.083 -1.041
C -2.896 -5.382 -1.294
C -3.936 -6.293 -1.552
C -3.643 -7.618 -1.755
C -2.320 -8.082 -1.716
C -1.286 -7.216 -1.483
C -1.552 -5.851 -1.277
N -0.531 -4.993 -1.062
C -0.822 -3.739 -0.830
P 0.518 -2.523 -0.577
C 0.800 -2.156 -2.359
C 2.006 -3.598 -0.136
C 2.505 -4.500 -1.261
C 3.100 -2.610 0.272
C 1.621 -4.433 1.086
C -3.138 -1.744 1.384
C -2.062 -2.475 2.186
C -3.316 -0.333 1.943
C -4.460 -2.508 1.451
H -4.679 -2.200 -1.192
H -3.803 -1.195 -2.366
H -4.551 -0.424 -0.962
H -4.952 -5.928 -1.574
H -4.437 -8.322 -1.946
H -2.120 -9.133 -1.866
H -0.260 -7.546 -1.446
H 1.657 -1.491 -2.455
H -0.090 -1.656 -2.742
H 0.965 -3.076 -2.920
H 2.953 -3.919 -2.063
H 1.691 -5.100 -1.658
H 3.269 -5.172 -0.873
H 3.388 -1.975 -0.564
H 3.982 -3.148 0.612
H 2.748 -1.973 1.084
H 0.921 -5.217 0.809
H 1.161 -3.806 1.852
H 2.507 -4.902 1.515
H -1.091 -1.995 2.043
H -1.981 -3.515 1.874
H -2.305 -2.458 3.248
H -2.358 0.183 1.992
H -3.740 -0.377 2.945
H -3.985 0.255 1.318
H -4.433 -3.400 0.827
H -5.291 -1.882 1.134
H -4.651 -2.821 2.477
F -0.141 6.612 -2.299
C 0.785 6.374 -1.349
C 1.429 7.439 -0.767
F 1.078 8.679 -1.156
C 2.468 7.282 0.193
C 2.666 5.937 0.603
C 2.017 4.884 0.019
F 2.308 3.636 0.482
C 1.085 5.041 -1.018
C 0.603 3.899 -1.786
C 1.027 2.679 -1.507
N 1.451 1.608 -1.114
C -0.291 4.031 -2.872
N -1.038 4.049 -3.741
F 3.515 5.655 1.617
C 3.255 8.333 0.682
C 4.383 8.125 1.487
N 5.339 8.012 2.119
C 3.042 9.681 0.373
N 2.909 10.807 0.175
C 0.556 0.125 4.421
N 0.963 1.391 3.857
C 1.754 2.246 4.705
C 0.654 1.700 2.608
O 0.018 0.980 1.846
H -0.025 0.284 5.330
H 1.429 -0.485 4.660
H -0.058 -0.397 3.690
H 1.176 2.553 5.578
H 2.070 3.131 4.160
H 2.639 1.707 5.045
H 1.018 2.685 2.293
F 6.628 -0.169 -1.493
C 5.364 0.286 -1.426
C 4.724 0.692 -2.585
C 3.417 1.137 -2.510
C 2.759 1.139 -1.283
C 3.424 0.745 -0.128
C 4.738 0.329 -0.192
H 5.253 0.678 -3.524
H 2.912 1.486 -3.398
H 2.908 0.815 0.817
H 5.276 0.046 0.698
C -4.137 3.800 -1.247
C -3.907 2.844 -2.222
C -2.934 1.885 -1.989
N -2.221 1.821 -0.874
C -2.444 2.744 0.052
C -3.380 3.753 -0.088
H -4.892 4.560 -1.386
H -4.460 2.848 -3.146
H -2.711 1.128 -2.729
H -1.840 2.660 0.946
H -3.509 4.486 0.691
*
```

Properties
**E_HOMO**: -6.0 eV
**E_LUMO**: -0.051 Eh
**M**: 880.82 g/mol
**Energy above the lowest of the compared OMol25 structures with the same formula, charge and spin**: 1.3173 eV

=====

# 8
2 unconnected molecules or ions with the total composition CHCl2NO2 at a distorted geometry, computed with ωB97M-V with the def2-TZVPD basis set.

```
! wB97M-V def2-TZVPD RIJCOSX def2/J DEFGRID3
* xyz 0 3
C -1.791 0.042 -0.060
N -1.297 -0.374 -1.408
O -1.187 0.528 -2.187
O -1.182 -1.564 -1.572
Cl -2.539 -1.129 0.894
Cl -2.230 1.700 0.131
H 0.395 0.312 -0.236
*
```

Properties
**E_HOMO (spin up / spin down)**: -9.2 / -11.5 eV
**E_LUMO (spin up / spin down)**: -0.001 / -0.097 Eh
**Expectation value of S²**: 2.01
**M**: 129.93 g/mol
**Energy above the lowest of the compared OMol25 structures with the same formula, charge and spin**: 2.8040 eV